Entry from the Open Molecules 2025 dataset: 8 unconnected molecules or ions with the total composition C8H26O7 in a non-equilibrium geometry (wB97M-V/def2-TZVPD).

Results
HOMO level = -8.26 eV
HOMO-LUMO gap = 8.426 eV
energy relative to the best compared isomer or geometry (same formula, charge and spin) = 438.6 kJ/mol
max |F| = 10.8 eV/A
SMILES = C=C(C)C(=C)/C=C/C.O.O.O.O.O.O.O

The geometry in ORCA input format:
```
! wB97M-V def2-TZVPD RIJCOSX def2/J DEFGRID3
* xyz 0 1
C 2.43 -1.90 -1.94
C 1.16 -1.54 -1.69
C 0.09 -1.98 -2.62
C 0.69 -0.91 -0.48
C 1.18 -1.26 0.71
C -0.29 0.18 -0.65
C -0.97 0.96 0.22
C -2.20 1.70 -0.37
H 2.67 -1.91 -3.04
H 3.29 -1.71 -1.33
H -0.33 -2.95 -2.31
H 0.29 -1.94 -3.73
H -0.85 -1.42 -2.43
H 0.82 -0.84 1.66
H 2.00 -2.00 0.78
H -0.35 0.23 -1.76
H -1.09 0.89 1.19
H -3.03 0.98 -0.47
H -2.05 2.03 -1.40
H -2.53 2.60 0.13
O 0.32 2.32 2.20
H 1.23 2.23 2.12
H 0.00 2.69 1.35
O 2.59 -0.01 2.41
H 3.00 -0.28 1.60
H 2.98 -0.56 2.97
O -3.12 -1.31 2.09
H -2.39 -1.15 2.84
H -3.66 -0.61 2.24
O 1.21 2.65 -2.27
H 1.60 3.50 -2.19
H 0.58 2.48 -3.02
O -2.16 1.07 3.12
H -2.84 1.54 3.03
H -1.30 1.55 3.21
O 3.65 0.58 -0.68
H 3.06 1.23 -0.18
H 2.98 0.31 -1.41
O -3.12 -2.74 -0.23
H -2.15 -2.68 -0.14
H -3.37 -2.06 0.45
*
```